Entry from OMol25: an isolated molecule of CH3NO3 at a distorted geometry (ωB97M-V with the def2-TZVPD basis set).

Values from the calculation:
electronic energy	-320.23261	Eh
SMILES	[H]/N=C(/O)OO
frontier orbital gap	10.819	eV
strongest force on any atom	4.3	eV Å⁻¹

Geometry as XYZ:
```
8
CH3NO3 | OMol25 | ωB97M-V with the def2-TZVPD basis set
O -0.79 -0.56 -0.26
O 1.15 1.25 -0.18
O -1.67 0.50 0.18
N 1.44 -0.96 0.14
C 0.64 -0.01 -0.01
H 0.54 1.56 -0.79
H -2.23 0.06 0.80
H 0.91 -1.83 0.12
```

Partial atomic charges computed with the Löwdin method, in multiples of e: -0.079, 0.134, -0.031, 0.163, -0.403, 0.067, 0.080, 0.069

Entry from OMol25: an isolated molecule of CH3NO3 at a distorted geometry (ωB97M-V with the def2-TZVPD basis set).

Values from the calculation:
electronic energy	-320.31900	Eh
SMILES	NOC(=O)O
frontier orbital gap	11.201	eV
strongest force on any atom	3.2	eV Å⁻¹

Geometry as XYZ:
```
8
CH3NO3 | OMol25 | ωB97M-V with the def2-TZVPD basis set
O -0.45 0.57 1.85
O 0.43 0.98 -0.17
O -0.50 -1.04 0.27
N 0.79 0.15 -1.54
C -0.26 0.13 0.59
H 0.96 -0.85 -1.40
H -0.15 0.26 -1.92
H -0.82 -0.19 2.33
```

Partial atomic charges computed with the Löwdin method, in multiples of e: 0.134, 0.023, 0.044, 0.150, -0.644, 0.076, 0.079, 0.138

Entry from OMol25: a cluster of 2 separate species, CH3NO3S in total at a distorted geometry (ωB97M-V with the def2-TZVPD basis set).

Values from the calculation:
electronic energy	-718.38439	Eh
frontier orbital gap (spin up / spin down)	8.461 / 6.605	eV
strongest force on any atom	3.9	eV Å⁻¹

Geometry as XYZ:
```
9
CH3NO3S | OMol25 | ωB97M-V with the def2-TZVPD basis set
S -0.26 0.23 -0.35
O -0.50 1.62 -0.81
O -1.03 -0.11 0.88
O -2.68 -0.98 0.32
N -2.66 -1.35 -0.75
C 1.56 0.17 0.05
H 1.55 -0.44 1.07
H 1.79 1.17 0.29
H 2.24 -0.30 -0.69
```

Partial atomic charges computed with the Löwdin method, in multiples of e: 0.743, -0.459, -0.448, -0.007, 0.174, -0.174, 0.093, 0.019, 0.058

Entry from OMol25: a cluster of 2 separate species, CH3NO3S in total at a distorted geometry (ωB97M-V with the def2-TZVPD basis set).

Values from the calculation:
electronic energy	-718.29714	Eh
frontier orbital gap (spin up / spin down)	7.868 / 8.290	eV
strongest force on any atom	5.4	eV Å⁻¹

Geometry as XYZ:
```
9
CH3NO3S | OMol25 | ωB97M-V with the def2-TZVPD basis set
S -0.81 -2.17 0.46
O -0.41 0.80 0.54
O 0.55 -2.27 1.00
O -1.46 -3.44 0.16
N 0.87 0.79 0.23
C -1.39 -0.78 -0.39
H -2.41 -0.41 -0.27
H 1.52 0.05 0.74
H 1.05 1.28 -0.57
```

Partial atomic charges computed with the Löwdin method, in multiples of e: 0.755, -0.192, -0.348, -0.343, -0.038, -0.082, 0.028, 0.161, 0.059

Entry from OMol25: a cluster of 2 separate species, CH3NO3S in total at a distorted geometry (ωB97M-V with the def2-TZVPD basis set).

Values from the calculation:
electronic energy	-718.41301	Eh
frontier orbital gap (spin up / spin down)	8.640 / 7.325	eV
strongest force on any atom	4.1	eV Å⁻¹

Geometry as XYZ:
```
9
CH3NO3S | OMol25 | ωB97M-V with the def2-TZVPD basis set
S 0.39 -0.47 -0.37
O 1.61 0.08 -1.00
O -0.10 -1.70 -1.00
O 1.96 -1.18 2.33
N 0.88 -0.87 2.26
C -1.06 0.90 -0.51
H -0.62 1.57 -1.35
H -1.06 1.32 0.44
H -2.00 0.35 -0.79
```

Partial atomic charges computed with the Löwdin method, in multiples of e: 0.718, -0.418, -0.414, 0.033, 0.053, -0.111, 0.082, -0.011, 0.068

Entry from OMol25: an isolated molecule of CH3NO3S3 at a distorted geometry (ωB97M-V with the def2-TZVPD basis set).

Values from the calculation:
electronic energy	-1514.89013	Eh
SMILES	NS(=O)(=O)OC(=S)S
frontier orbital gap	8.710	eV
strongest force on any atom	2.1	eV Å⁻¹

Geometry as XYZ:
```
11
CH3NO3S3 | OMol25 | ωB97M-V with the def2-TZVPD basis set
S -1.16 1.84 -0.08
S -0.79 -1.67 -0.04
S -3.61 0.35 -0.05
O -1.33 -1.30 -1.30
O -1.05 -2.88 0.61
O -1.31 -0.52 0.99
N 0.85 -1.31 -0.10
C -2.08 0.45 0.37
H 1.12 -1.62 0.84
H 1.21 -1.79 -0.93
H -2.25 2.60 -0.48
```

Partial atomic charges computed with the Löwdin method, in multiples of e: 0.788, 0.528, 0.751, -0.282, -0.225, -0.295, -0.044, -1.323, 0.090, 0.090, -0.077

Entry from OMol25: a cluster of 2 separate species, CH3NO4 in total at a distorted geometry (ωB97M-V with the def2-TZVPD basis set).

Values from the calculation:
electronic energy	-395.30258	Eh
frontier orbital gap (spin up / spin down)	10.238 / 7.859	eV
strongest force on any atom	5.3	eV Å⁻¹

Geometry as XYZ:
```
9
CH3NO4 | OMol25 | ωB97M-V with the def2-TZVPD basis set
O 0.47 -1.17 3.02
O -0.70 -0.02 -0.49
O 0.27 -0.29 0.46
O 1.62 -2.39 1.58
N 0.77 -1.60 1.94
C -0.57 1.15 -1.41
H -1.47 1.03 -2.00
H 0.27 1.14 -2.14
H -0.66 2.16 -0.96
```

Partial atomic charges computed with the Löwdin method, in multiples of e: 0.099, -0.132, -0.021, 0.082, -0.268, -0.031, 0.078, 0.097, 0.096

Entry from OMol25: a cluster of 2 separate species, CH3NO4 in total at a distorted geometry (ωB97M-V with the def2-TZVPD basis set).

Values from the calculation:
electronic energy	-395.41611	Eh
frontier orbital gap	8.607	eV
strongest force on any atom	4.7	eV Å⁻¹

Geometry as XYZ:
```
9
CH3NO4 | OMol25 | ωB97M-V with the def2-TZVPD basis set
O -0.34 -1.95 -0.56
O -0.04 1.44 -0.08
O -0.45 -0.21 1.46
O -0.37 -0.24 -1.89
N -0.25 -0.78 -0.80
C 0.05 0.17 0.28
H -0.27 0.43 2.15
H 1.85 -0.32 0.49
H -0.19 1.46 -1.05
```

Partial atomic charges computed with the Löwdin method, in multiples of e: 0.126, 0.088, 0.089, 0.073, -0.357, -0.483, 0.138, 0.195, 0.130

Entry from OMol25: a cluster of 2 separate species, CH3NO4S in total at a distorted geometry (ωB97M-V with the def2-TZVPD basis set).

Values from the calculation:
electronic energy	-793.72402	Eh
frontier orbital gap	9.578	eV
strongest force on any atom	3.3	eV Å⁻¹

Geometry as XYZ:
```
10
CH3NO4S | OMol25 | ωB97M-V with the def2-TZVPD basis set
S -2.66 0.04 -0.25
O -2.30 -0.75 0.96
O 1.30 1.06 0.69
O -3.03 1.41 0.00
O -0.33 0.34 -0.76
N 0.10 -1.04 -0.67
C 0.37 1.26 -0.06
H -0.67 -1.57 -0.25
H 0.98 -0.97 -0.05
H -0.11 2.32 -0.38
```

Partial atomic charges computed with the Löwdin method, in multiples of e: 0.932, -0.436, 0.082, -0.415, -0.265, 0.070, -0.340, 0.048, 0.127, 0.196

Entry from OMol25: a cluster of 2 separate species, CH3NO5 in total at a distorted geometry (ωB97M-V with the def2-TZVPD basis set).

Values from the calculation:
electronic energy	-470.78459	Eh
SMILES	O=C(O)O.O=NO
frontier orbital gap	10.549	eV
strongest force on any atom	4.0	eV Å⁻¹

Geometry as XYZ:
```
10
CH3NO5 | OMol25 | ωB97M-V with the def2-TZVPD basis set
O -1.60 0.06 1.39
O -0.78 -1.26 -0.26
O 2.37 1.03 -0.09
O -1.18 0.87 -0.59
O 1.89 -1.09 -0.41
N 1.53 0.17 -0.03
C -1.18 -0.20 0.10
H 1.09 -1.62 -0.11
H -1.55 1.07 1.37
H -0.59 0.96 -1.35
```

Partial atomic charges computed with the Löwdin method, in multiples of e: 0.115, 0.101, 0.040, 0.157, 0.026, -0.129, -0.710, 0.097, 0.149, 0.154

Entry from OMol25: a structure of composition CH3NO5P at a distorted geometry (ωB97M-V with the def2-TZVPD basis set).

Values from the calculation:
electronic energy	-812.27259	Eh
frontier orbital gap	9.357	eV
total charge	-1
strongest force on any atom	3.1	eV Å⁻¹

Geometry as XYZ:
```
11
CH3NO5P | OMol25 | ωB97M-V with the def2-TZVPD basis set
P 1.11 0.08 -1.05
O -3.02 0.30 0.74
O 1.72 0.90 0.31
O 1.87 -0.13 1.26
O 1.57 -1.37 -0.98
O 0.86 0.89 -2.25
N -0.91 -0.35 -0.11
C -1.78 0.37 0.66
H 1.43 -0.91 0.75
H -1.34 1.20 1.31
H -1.51 -0.99 -0.64
```

Partial atomic charges computed with the Löwdin method, in multiples of e: 0.504, -0.115, -0.276, -0.150, -0.354, -0.316, -0.019, -0.504, 0.061, 0.113, 0.056

Entry from OMol25: a structure of composition CH3NOP2S at a distorted geometry (ωB97M-V with the def2-TZVPD basis set).

Values from the calculation:
electronic energy	-1250.77162	Eh
frontier orbital gap	8.223	eV
strongest force on any atom	1.6	eV Å⁻¹

Geometry as XYZ:
```
9
CH3NOP2S | OMol25 | ωB97M-V with the def2-TZVPD basis set
S 1.28 -2.40 -1.08
P -0.90 1.55 -1.36
P 0.23 -0.88 -0.64
O 0.12 0.28 -1.76
N -0.73 -0.38 0.50
C -1.38 0.81 0.13
H 1.47 -0.04 1.48
H -2.08 1.35 0.76
H 2.00 -0.29 1.98
```

Partial atomic charges computed with the Löwdin method, in multiples of e: 0.279, 0.887, 0.198, -0.667, -0.261, -0.520, -0.009, 0.038, 0.054

Entry from OMol25: a cluster of 2 separate species, CH3NOP2S in total at a distorted geometry (ωB97M-V with the def2-TZVPD basis set).

Values from the calculation:
electronic energy	-1250.71735	Eh
frontier orbital gap	8.218	eV
strongest force on any atom	3.6	eV Å⁻¹

Geometry as XYZ:
```
9
CH3NOP2S | OMol25 | ωB97M-V with the def2-TZVPD basis set
S 1.77 0.97 0.30
P -0.95 -0.95 -0.77
P 1.52 -1.02 0.92
O 0.47 -1.46 -0.34
N 0.44 1.47 -0.46
C -0.55 0.81 -0.87
H -1.66 -0.56 0.94
H -1.43 1.25 -1.48
H 0.38 -0.52 1.76
```

Partial atomic charges computed with the Löwdin method, in multiples of e: 0.513, 0.790, 0.599, -0.900, -0.477, -0.551, 0.040, 0.073, -0.088

Entry from OMol25: a cluster of 2 separate species, CH3NOS in total at a distorted geometry (ωB97M-V with the def2-TZVPD basis set).

Values from the calculation:
electronic energy	-567.83500	Eh
frontier orbital gap (spin up / spin down)	7.078 / 7.068	eV
strongest force on any atom	2.6	eV Å⁻¹

Geometry as XYZ:
```
7
CH3NOS | OMol25 | ωB97M-V with the def2-TZVPD basis set
S -3.73 -0.15 0.16
O 0.70 -0.83 0.42
N -0.26 -0.49 -0.51
C -0.98 0.55 -0.51
H -0.81 1.13 0.43
H 0.49 -0.24 1.25
H -0.25 -0.93 -1.40
```

Partial atomic charges computed with the Löwdin method, in multiples of e: 0.022, -0.035, -0.180, -0.099, 0.014, 0.155, 0.123

Entry from OMol25: a cluster of 2 separate species, CH3NOS2 in total at a distorted geometry (ωB97M-V with the def2-TZVPD basis set).

Values from the calculation:
electronic energy	-966.18971	Eh
frontier orbital gap	7.354	eV
strongest force on any atom	3.4	eV Å⁻¹

Geometry as XYZ:
```
8
CH3NOS2 | OMol25 | ωB97M-V with the def2-TZVPD basis set
S -4.35 -0.77 0.42
S -4.76 1.11 0.07
O -4.40 -1.65 -0.71
N -0.23 0.48 -0.53
C -1.18 0.42 0.31
H -2.05 0.94 0.02
H -1.06 -0.09 1.26
H 0.80 0.32 -0.36
```

Partial atomic charges computed with the Löwdin method, in multiples of e: 0.417, 0.211, -0.560, 0.009, -0.170, -0.033, 0.064, 0.063

Entry from OMol25: a cluster of 2 separate species, CH3NOS4 in total at a distorted geometry (ωB97M-V with the def2-TZVPD basis set).

Values from the calculation:
electronic energy	-1762.61879	Eh
SMILES	O=C=NSSS.S
frontier orbital gap	9.078	eV
strongest force on any atom	2.6	eV Å⁻¹

Geometry as XYZ:
```
10
CH3NOS4 | OMol25 | ωB97M-V with the def2-TZVPD basis set
S 2.53 0.84 -0.44
S 3.86 1.68 -1.82
S -1.69 -0.78 1.46
S 2.86 2.26 -3.56
O 3.08 -2.97 -0.25
N 2.38 -0.77 -0.55
C 2.86 -1.85 -0.35
H -2.90 -0.83 1.00
H -1.40 0.48 1.01
H 2.17 3.42 -2.97
```

Partial atomic charges computed with the Löwdin method, in multiples of e: 0.465, 0.000, 0.467, 0.189, 0.201, -0.345, -0.399, -0.266, -0.200, -0.112

Entry from OMol25: a cluster of 2 separate species, CH3NS in total at a distorted geometry (ωB97M-V with the def2-TZVPD basis set).

Values from the calculation:
electronic energy	-492.66091	Eh
frontier orbital gap (spin up / spin down)	8.335 / 6.993	eV
2S+1	3
strongest force on any atom	3.5	eV Å⁻¹
<S²>	2.0134

Geometry as XYZ:
```
6
CH3NS | OMol25 | ωB97M-V with the def2-TZVPD basis set
S 3.44 -0.04 -0.18
N -0.10 -0.33 0.03
C 0.83 0.52 0.23
H 0.47 1.51 0.45
H -1.17 -0.22 -0.15
H 0.19 -1.33 0.24
```

Partial atomic charges computed with the Löwdin method, in multiples of e: -0.037, -0.034, -0.222, 0.020, 0.153, 0.121

Entry from OMol25: a structure of composition CH3NS2 at a distorted geometry (ωB97M-V with the def2-TZVPD basis set).

Values from the calculation:
electronic energy	-890.92269	Eh
frontier orbital gap	7.935	eV
strongest force on any atom	4.4	eV Å⁻¹

Geometry as XYZ:
```
7
CH3NS2 | OMol25 | ωB97M-V with the def2-TZVPD basis set
S 0.45 0.87 0.13
S 3.01 -0.36 0.09
N -1.65 0.16 -0.10
C 1.38 -0.56 0.18
H 0.88 -1.63 -0.02
H -2.03 0.77 -0.82
H -2.04 0.74 0.54
```

Partial atomic charges computed with the Löwdin method, in multiples of e: 0.758, 0.543, -0.092, -1.186, 0.079, -0.015, -0.086

Entry from OMol25: a cluster of 2 separate species, CH3NS2 in total at a distorted geometry (ωB97M-V with the def2-TZVPD basis set).

Values from the calculation:
electronic energy	-891.00546	Eh
SMILES	N=C=S.S
frontier orbital gap	10.287	eV
strongest force on any atom	3.0	eV Å⁻¹

Geometry as XYZ:
```
7
CH3NS2 | OMol25 | ωB97M-V with the def2-TZVPD basis set
S 2.50 0.44 0.03
S -1.52 1.41 -0.22
N -1.61 -1.33 -0.48
C -1.59 -0.16 -0.28
H 1.14 0.37 0.33
H 2.65 1.52 0.65
H -1.58 -2.26 -0.02
```

Partial atomic charges computed with the Löwdin method, in multiples of e: 0.491, 0.693, 0.126, -0.906, -0.228, -0.294, 0.117

Entry from OMol25: an isolated molecule of CH3NSi at a distorted geometry (ωB97M-V with the def2-TZVPD basis set).

Values from the calculation:
electronic energy	-384.10412	Eh
SMILES	N#C[SiH3]
frontier orbital gap	12.322	eV
strongest force on any atom	4.8	eV Å⁻¹

Geometry as XYZ:
```
6
CH3NSi | OMol25 | ωB97M-V with the def2-TZVPD basis set
Si -0.17 0.56 -0.11
N 0.62 -2.34 0.20
C 0.32 -1.20 0.04
H -0.05 1.19 1.33
H -1.72 0.57 -0.52
H 1.00 1.22 -0.95
```

Partial atomic charges computed with the Löwdin method, in multiples of e: 0.552, 0.060, -0.453, -0.062, -0.044, -0.054

Q: Which relative energy (zero: lowest compared OMol25 entry of this formula, charge and spin) values were calculated for the entries above? A: 69.03 14.82 117.14 171.89 99.18 11.54 156.44 85.20 6.66 7.08 22.52 30.10 64.15 166.76 37.07 0.00 0.00 66.28 14.34 7.69, in kcal/mol.